The following is a quantum chemistry calculation of a molecular structure, C13H26BrF5O9SSi2, from the Open Molecules 2025 dataset.

Each line ends with the Mulliken charge.
CARTESIAN COORDINATES (ANGSTROEM)
1 C 1.922447 2.136583 1.041620  -1.182
2 C 2.485123 3.318643 0.250354  -0.462
3 C 1.630961 4.611539 0.231070  -0.166
4 Br 0.926421 4.984322 -1.554786  -0.158
5 Si 0.172810 4.680088 1.406899  0.305
6 O -0.840264 5.911474 0.933621  -0.012
7 Si -2.406699 6.081263 1.307070  0.304
8 S -3.654915 5.268475 -0.367055  1.074
9 O -5.031834 5.445758 0.040522  -0.656
10 O -3.120797 5.751904 -1.614175  -0.598
11 C -3.422716 3.414683 -0.401357  0.516
12 F -3.426455 2.995433 0.877425  -0.252
13 F -2.223586 3.152490 -0.927052  -0.218
14 C -4.510190 2.662122 -1.192593  0.624
15 F -5.614411 2.541471 -0.468773  -0.229
16 F -4.067285 1.440397 -1.506001  -0.227
17 F -4.783811 3.312352 -2.318444  -0.229
18 H 0.927866 1.846879 0.685674  0.187
19 H 2.578884 1.267883 0.930704  0.378
20 H 1.849254 2.358565 2.114741  0.406
21 H 2.656104 3.005028 -0.784931  0.355
22 H 3.471696 3.579350 0.653642  0.332
23 H 2.279768 5.464890 0.448795  0.429
24 H -0.612818 3.432138 1.410640  -0.110
25 H 0.635118 4.967960 2.782368  -0.165
26 H -2.827266 7.483319 1.282396  -0.126
27 H -2.797518 5.367814 2.535580  -0.084
28 C 0.008195 -0.992026 -1.119727  -1.043
29 C 1.048539 -0.095023 -1.748255  -0.004
30 O 2.390504 -0.572556 -1.515938  -0.286
31 C 2.784774 -1.589434 -2.276611  0.817
32 O 2.140166 -2.120888 -3.147757  -0.575
33 O 4.048692 -1.879427 -1.966902  -0.377
34 C 4.621247 -2.946107 -2.732526  -0.645
35 H 0.224192 -1.144858 -0.061276  0.297
36 H -0.977911 -0.534271 -1.210956  0.359
37 H -0.016555 -1.961129 -1.613876  0.274
38 H 1.048345 0.891481 -1.290191  -0.007
39 H 0.887090 0.019661 -2.819707  0.353
40 H 4.514832 -2.752552 -3.797746  0.311
41 H 4.137271 -3.890753 -2.488591  0.264
42 H 5.667915 -2.972231 -2.446755  0.233
43 C -0.545129 -6.819943 3.551369  -1.088
44 C -1.128167 -5.496201 3.112553  -0.198
45 O -0.244138 -4.797187 2.212453  -0.366
46 C -0.274641 -5.214666 0.946309  0.745
47 O -1.013143 -6.052068 0.492014  -0.563
48 O 0.572954 -4.465496 0.240751  -0.266
49 C 0.602955 -4.756375 -1.161481  -0.391
50 H 0.440831 -6.673659 3.993245  0.292
51 H -1.194407 -7.274936 4.300304  0.354
52 H -0.460779 -7.503296 2.707988  0.312
53 H -1.241237 -4.811843 3.950992  0.288
54 H -2.094015 -5.627098 2.626187  0.324
55 H -0.398975 -4.715763 -1.584662  0.326
56 H 1.025161 -5.744039 -1.341688  0.371
57 H 1.229548 -3.990140 -1.607473  -0.146

Forces on the atoms, in the same order (eV/Å):
C -0.06 -0.02 0.02
C 0.18 0.01 -0.06
C 0.25 -0.04 0.17
Br -0.06 -0.09 -0.12
Si 0.16 -0.13 -0.01
O -0.03 -0.09 0.30
Si -0.08 0.11 0.04
S -0.06 -0.05 0.04
O 0.14 0.10 -0.22
O -0.27 0.04 0.07
C 0.07 0.27 0.13
F -0.01 -0.11 0.19
F 0.23 -0.08 -0.16
C -0.06 -0.10 -0.07
F -0.02 0.01 -0.02
F -0.02 -0.01 0.06
F -0.03 0.02 -0.05
H 0.15 0.03 0.08
H -0.08 0.12 0.02
H -0.02 -0.02 -0.16
H 0.01 0.06 0.17
H -0.16 -0.07 -0.05
H -0.16 -0.05 -0.11
H -0.03 0.05 -0.03
H 0.03 0.00 -0.02
H -0.05 0.02 -0.06
H 0.00 -0.01 -0.08
C 0.05 -0.05 0.07
C -0.07 0.11 -0.05
O -0.01 -0.11 0.09
C 0.13 0.30 -0.39
O -0.03 -0.09 0.22
O -0.10 -0.06 0.10
C -0.01 0.01 0.02
H -0.02 0.01 0.00
H 0.01 0.02 -0.01
H -0.02 0.01 -0.01
H -0.02 0.00 -0.04
H 0.05 -0.07 -0.01
H 0.01 0.01 0.00
H 0.00 0.00 0.00
H 0.00 -0.03 -0.01
C 0.04 0.02 0.00
C -0.03 0.03 0.00
O 0.16 -0.18 -0.01
C -0.57 0.46 -0.15
O 0.26 -0.14 0.09
O 0.14 -0.13 0.07
C 0.03 0.01 -0.08
H -0.01 -0.01 0.01
H 0.00 -0.01 0.00
H 0.00 0.00 0.00
H 0.01 -0.01 0.00
H 0.01 -0.01 -0.01
H -0.01 0.00 0.03
H -0.01 -0.01 0.04
H 0.00 -0.03 -0.02

Properties
* E_HOMO: -10.144 eV
* largest force on an atom: 0.8 eV/A
* energy above the lowest of the compared OMol25 structures with the same formula, charge and spin: 0.0 kJ/mol

---

The following is a quantum chemistry calculation of 2 unconnected molecules or ions with the total composition C13H26F2P, from the Open Molecules 2025 dataset.

Each line ends with the Mulliken charge.
CARTESIAN COORDINATES (ANGSTROEM)
1 C 3.035459 1.907082 0.206389  -1.272
2 C 3.666704 0.574977 0.507775  0.841
3 C 5.073332 0.315331 0.061914  -1.405
4 C 2.927104 -0.317490 1.104589  -0.915
5 C 1.436102 -0.158424 0.912994  0.360
6 C 0.621866 -1.424082 1.154324  -1.698
7 C -0.683243 -1.283648 0.329728  2.680
8 C -0.653224 -2.252608 -0.872570  -1.581
9 C -1.930180 -1.409978 1.173963  -1.566
10 C -2.020276 -0.172550 2.078213  -0.609
11 P -2.948106 1.278078 1.364081  -0.240
12 C -3.464280 0.898252 -0.373453  -1.003
13 C -2.440519 1.240405 -1.497634  -0.142
14 C -2.657234 0.326010 -2.681197  -0.649
15 F -1.651990 0.379023 -3.603124  -0.301
16 H 2.424512 2.244664 1.031195  0.261
17 H 3.836124 2.615257 -0.001307  0.471
18 H 2.402609 1.792955 -0.705907  0.246
19 H 5.497792 1.250728 -0.296320  0.389
20 H 5.716199 -0.050215 0.860150  0.329
21 H 5.075801 -0.351272 -0.790268  0.266
22 H 3.345997 -1.108592 1.712755  0.428
23 H 1.025772 0.688894 1.464024  0.246
24 H 1.327653 0.084779 -0.144404  0.188
25 H 1.177129 -2.311888 0.879431  0.540
26 H 0.353580 -1.475457 2.211530  0.305
27 H -0.687929 -0.283997 -0.090500  -1.032
28 H -0.859522 -1.692212 -1.780626  0.198
29 H -1.396472 -3.047640 -0.815530  0.366
30 H 0.329482 -2.673741 -1.024962  0.414
31 H -2.825940 -1.530705 0.571788  0.452
32 H -1.895125 -2.289803 1.816354  0.490
33 H -1.021830 0.179454 2.310494  0.175
34 H -2.471790 -0.426574 3.028614  0.515
35 H -1.958028 2.272893 1.189885  0.004
36 H -4.315009 1.546497 -0.550505  0.550
37 H -3.834570 -0.116000 -0.492607  0.425
38 H -2.671544 2.246440 -1.834358  0.483
39 H -1.406909 1.272438 -1.156006  0.127
40 H -2.835816 -0.697732 -2.351944  0.282
41 H -3.572887 0.641909 -3.191102  0.336
42 F 0.929204 1.318538 -1.715866  -0.955

Forces on the atoms, in the same order (eV/Å):
C 0.67 -0.52 -1.49
C 1.03 1.26 -0.16
C 0.22 0.89 0.33
C -1.41 -0.71 0.92
C 0.64 -0.87 0.25
C -0.83 1.18 0.38
C 0.39 -1.14 -0.58
C -0.38 0.61 -0.25
C 0.18 0.27 0.63
C -0.09 0.05 -0.51
P -1.08 0.10 0.79
C 0.96 0.73 -0.67
C -0.25 0.07 0.32
C -0.76 0.25 0.28
F 0.37 -0.14 -0.29
H -0.17 0.16 0.14
H -0.04 0.31 0.04
H -0.22 0.36 0.26
H 0.27 0.10 0.00
H 0.10 -0.32 0.01
H 0.06 -0.38 -0.07
H 0.05 -0.69 -0.49
H -0.22 0.05 0.15
H -0.23 0.41 -0.09
H 0.10 -0.23 -0.04
H 0.16 -0.36 0.23
H 0.10 0.20 -0.04
H -0.08 0.01 -0.20
H 0.01 -0.20 0.21
H 0.25 -0.26 0.05
H -0.13 0.04 -0.18
H 0.17 -0.27 0.01
H 0.26 0.00 0.05
H -0.36 0.09 0.18
H 0.20 -0.40 -0.37
H -0.41 0.00 0.19
H 0.01 -0.20 0.32
H 0.18 0.31 -0.01
H 0.25 -0.32 -0.23
H 0.39 -0.28 -0.05
H -0.15 -0.05 -0.11
F -0.21 -0.11 0.08

Properties
* net charge: -1
* E_HOMO: -4.173 eV
* largest force on an atom: 1.8 eV/A